# C5H13BrSi

2 unconnected molecules or ions with the total composition C5H13BrSi (ωB97M-V/def2-TZVPD, the OMol25 dataset).

Values from the calculation:
gap between HOMO and LUMO (alpha / beta) = 4.46 / 4.46 eV
M = 181.149 g mol⁻¹
energy relative to the best compared isomer or geometry (same formula, charge and spin) = 4.3771 eV

Structure (XYZ):
```
20
Properties=species:S:1:pos:R:3:forces:R:3:nbo_charge:R:1
C 0.24718 -0.58496 -1.42644 -0.069 0.349 0.051 -0.63
C 2.04763 -0.82108 0.30696 -0.096 0.397 0.116 -0.61
C -0.32530 -1.36108 0.86571 -0.348 0.641 0.395 -0.65
C -1.19767 2.26427 -0.17937 1.398 0.466 0.475 -1.23
C 0.58625 -0.42534 0.05958 0.539 0.213 -0.254 -0.48
Si 0.23862 1.37413 0.62083 -1.979 -1.437 -1.037 1.71
Br -3.97162 -0.02169 0.03989 0.575 0.249 0.016 -0.88
H -0.79378 -0.33900 -1.61486 -0.208 0.018 -0.076 0.25
H 0.88079 0.04156 -2.05176 0.068 0.054 -0.144 0.20
H 0.39940 -1.62055 -1.72842 0.042 -0.089 0.067 0.23
H 2.20630 -1.85259 -0.00288 -0.045 -0.085 -0.045 0.23
H 2.29810 -0.74693 1.36349 0.114 -0.024 0.114 0.21
H 2.73102 -0.18989 -0.25697 0.191 0.014 -0.074 0.20
H -0.15937 -2.38944 0.55109 0.165 -0.075 -0.137 0.23
H -0.12132 -1.29796 1.93238 0.035 -0.088 0.205 0.21
H -1.37434 -1.12765 0.70208 -0.318 -0.021 -0.022 0.28
H -1.37010 3.24808 0.24983 0.060 0.092 0.113 0.27
H -1.04957 2.38806 -1.25215 0.063 -0.188 -0.094 0.28
H -2.12293 1.67226 -0.05705 -0.362 -0.775 0.159 0.36
H 0.85073 1.78979 1.87807 0.173 0.288 0.172 -0.19
```
Forces are in eV/Å.